Record 1
88
Properties=species:S:1:pos:R:3:forces:R:3:lowdin_spin:R:1 method="wB97M-V/def2-TZVPD" molar_mass_g_mol=680.44 charge=-1 spin_multiplicity=2 energy_ha=-2581.608177
Li -0.8797 -4.4397 0.0449 0.754 0.612 -0.307 0.0010
Li -2.5386 -3.4150 2.6012 0.688 1.240 -0.143 0.0028
C -0.6556 -0.4425 1.9537 0.337 -5.298 -2.226 -0.0140
C -0.5526 -1.7748 1.3632 1.393 3.166 -3.120 0.1897
C -0.0313 -1.9458 -0.1597 -1.550 8.926 4.029 0.1676
O 0.2040 -3.0083 -0.6584 0.286 -6.217 -2.008 0.1234
C 0.1654 -0.6326 -0.8820 -0.784 -4.251 1.540 -0.0254
C 0.0091 0.5759 -0.2907 0.416 2.883 1.075 0.0931
C -0.3712 0.6738 1.2214 -0.345 1.173 -0.268 0.1211
O -0.5644 1.7435 1.9151 0.301 1.408 -1.399 0.1416
O 0.2741 1.6595 -0.9819 -0.785 -0.036 0.714 0.0981
O -0.7796 -2.8163 2.0594 -1.668 -3.353 0.833 0.1048
H -1.0016 -0.4567 2.9767 0.029 0.455 0.220 -0.0038
H 0.3470 -0.6944 -1.9448 0.247 0.031 -0.207 -0.0046
C -2.2630 0.8896 6.4884 2.698 1.188 -2.684 0.0000
O -2.5233 1.9541 5.9860 -0.343 1.179 -0.693 0.0000
N -2.9168 0.3521 7.4278 -5.027 -2.183 5.096 0.0000
N -1.1998 0.1327 6.1953 2.017 -0.155 -1.570 0.0000
H -2.6753 -0.5407 7.8336 -0.200 0.359 -0.158 0.0000
H -3.8557 0.7061 7.5432 0.171 -0.189 0.384 0.0000
H -0.6572 0.5250 5.4391 0.566 -0.474 0.030 0.0000
H -1.1555 -0.8435 6.4506 0.234 0.350 -0.375 0.0000
C 1.6938 -2.8511 4.8690 0.695 0.379 -2.073 0.0000
O 0.8143 -3.5743 5.2824 -0.821 -0.532 1.071 0.0001
N 2.9630 -2.8496 5.2862 1.596 -0.714 1.747 0.0000
N 1.5269 -2.0642 3.7864 -1.260 0.529 -0.243 -0.0001
H 3.6903 -2.2586 4.9096 -0.374 -0.188 0.123 0.0000
H 3.1825 -3.5241 6.0053 0.180 0.347 -0.144 0.0000
H 0.5862 -2.1355 3.4257 0.181 0.128 -0.633 -0.0003
H 2.2306 -1.5109 3.3188 -0.202 -0.204 0.160 0.0001
C -2.9525 4.5376 0.4730 -0.357 -0.943 0.843 0.0000
O -3.8163 5.2001 0.0312 -3.077 3.997 -2.843 0.0000
N -1.8854 4.1046 -0.1280 4.147 -1.295 -2.730 0.0001
N -3.1024 4.0786 1.6852 0.037 -2.494 4.777 0.0005
H -1.4247 4.5460 -0.9109 -0.884 0.312 -0.071 0.0000
H -1.3966 3.2521 0.1056 0.033 -0.075 0.739 -0.0004
H -2.5201 3.3374 2.0482 0.475 0.442 0.119 0.0002
H -3.8136 4.3974 2.3274 -0.029 0.038 -0.717 0.0000
C -0.3346 -3.9622 -5.1684 0.096 -1.548 4.738 0.0000
O -0.3899 -4.7267 -4.1631 0.130 0.613 -1.339 0.0001
N -0.2613 -2.6868 -5.0987 -0.446 3.452 2.239 0.0000
N -0.2526 -4.3086 -6.3814 0.502 -4.668 -6.238 0.0000
H -0.0316 -2.1972 -5.9516 0.108 1.012 1.085 0.0000
H -0.2186 -2.4447 -4.1190 0.102 1.533 -0.362 0.0000
H 0.2029 -5.1964 -6.5376 -0.511 -0.053 -0.341 0.0000
H -0.3077 -3.6842 -7.1734 0.142 -0.103 0.432 0.0000
C 3.5392 -0.2232 -3.7084 2.473 -1.699 -3.136 0.0000
O 4.4974 -0.4724 -4.4674 0.131 0.178 0.786 -0.0001
N 3.2926 -0.8394 -2.6049 0.458 -2.261 3.924 -0.0007
N 2.5506 0.4713 -4.1480 -3.194 4.063 -2.465 0.0000
H 3.6579 -1.7796 -2.5542 0.084 0.329 0.757 0.0000
H 2.6041 -0.5334 -1.9322 -0.102 -0.266 -0.194 -0.0010
H 1.6585 0.6640 -3.7156 0.366 -0.180 0.318 0.0000
H 2.7296 0.9431 -5.0229 -0.137 0.026 0.174 0.0000
C 2.9544 3.6321 0.7008 7.194 0.166 2.112 0.0001
O 4.0781 4.0643 1.0760 -0.250 0.000 -0.704 0.0001
N 2.7955 2.5118 0.1020 -0.765 -3.125 -2.654 0.0016
N 1.9103 4.1936 1.1256 -5.139 4.010 1.551 0.0003
H 1.8810 2.4802 -0.3253 -0.216 -1.552 -0.470 0.0005
H 3.5658 1.9188 -0.1722 -0.271 0.478 -0.048 0.0000
H 2.1164 5.1072 1.5036 -0.540 -0.130 0.040 0.0000
H 0.9799 3.9739 0.7997 -0.001 -0.085 0.271 -0.0001
C -0.1799 1.4755 -5.7347 -1.794 -0.977 0.078 0.0000
O -0.2975 0.5747 -6.5268 0.458 -2.066 -1.162 0.0000
N -0.1052 2.7143 -6.0580 1.288 4.757 -3.569 0.0000
N -0.3952 1.4429 -4.4558 -0.293 -2.457 4.735 0.0000
H -0.1030 2.8409 -7.0601 0.323 0.772 0.276 0.0000
H 0.0957 3.4404 -5.3854 -0.160 0.025 -0.592 0.0000
H -0.4373 2.2879 -3.9041 -0.200 -0.514 0.033 0.0001
H -0.6972 0.5700 -4.0473 0.141 0.315 0.278 -0.0001
O -3.7717 -1.8452 2.2779 -0.075 -1.330 0.098 -0.0003
H -4.6401 -1.6212 1.9434 -0.148 0.000 -0.054 0.0000
H -3.3811 -1.0039 2.5142 0.482 1.160 0.075 -0.0005
O -0.1290 4.3951 -2.6506 -0.281 0.217 -0.613 0.0002
H 0.7521 4.4799 -3.0149 0.374 0.135 0.151 0.0000
H -0.1691 3.4953 -2.3266 0.139 -0.731 0.745 0.0002
O -3.2377 1.1307 2.7393 -1.092 -0.822 0.330 0.0000
H -2.2904 1.1344 2.6019 1.094 0.427 -0.158 0.0001
H -3.5856 1.6665 2.0265 -0.120 0.166 -0.239 0.0000
O 1.2694 0.9116 4.0724 0.369 -0.041 0.826 0.0000
H 0.6813 1.3518 3.4587 -0.463 0.519 -0.763 0.0005
H 1.0118 -0.0094 4.0328 0.030 -0.249 -0.095 -0.0003
O 2.6947 -3.5851 -1.7454 0.913 -0.383 -0.215 0.0016
H 2.5235 -3.6837 -2.6820 -0.103 -0.116 -0.242 0.0001
H 1.8364 -3.4039 -1.3623 -0.828 0.305 0.397 0.0007
O -1.1985 -5.4417 -1.6760 -0.374 -0.204 1.506 0.0011
H -0.8736 -6.2965 -1.9589 0.022 -0.144 -0.171 0.0001
H -0.7450 -4.8143 -2.2389 0.309 0.504 -1.024 0.0003

Record 2
72
Properties=species:S:1:pos:R:3:forces:R:3:lowdin_spin:R:1 method="wB97M-V/def2-TZVPD" molar_mass_g_mol=508.49 spin_multiplicity=6 energy_ha=-3103.097682
Mn 1.9944 -0.0258 -1.1462 0.404 0.085 -0.444 4.6932
S -0.0104 0.5388 0.5284 0.384 -2.166 0.340 0.0125
O 0.0440 0.3897 -0.9628 -1.805 1.318 -1.064 0.0673
O -0.5713 -0.7298 1.0163 -0.571 0.786 0.134 0.0042
O 1.4617 0.4941 0.7732 1.299 0.529 1.184 0.0611
O -0.6196 1.7488 1.0171 -0.006 -0.333 -0.340 0.0075
C -0.3456 -6.0476 0.3152 0.699 0.193 -0.821 0.0001
O 0.6010 -5.1032 -0.2181 -0.570 0.124 0.936 0.0002
C 0.7178 -3.9749 0.6649 0.362 0.045 -1.015 0.0014
C 1.7942 -3.0739 0.0217 0.358 -0.684 1.064 0.0068
N 1.2606 -2.0960 -0.9466 -0.775 -0.695 0.173 0.0324
C 1.1365 -2.6674 -2.2805 1.340 -0.078 -1.492 0.0057
C 0.8682 -1.6887 -3.4402 -0.848 0.445 0.757 0.0030
O 1.6325 -0.4897 -3.2437 0.410 0.231 0.539 0.0444
C 1.8034 0.2947 -4.4282 0.784 -0.523 -0.177 0.0048
H -1.3481 -5.6868 0.0860 -0.185 -0.216 0.289 0.0000
H -0.1857 -6.2189 1.3807 -0.135 0.222 0.103 0.0000
H -0.1375 -6.9890 -0.1914 -0.244 0.019 -0.097 0.0000
H 0.9557 -4.3484 1.6621 0.394 0.262 0.080 0.0001
H -0.2122 -3.4039 0.7634 -0.245 -0.153 -0.074 0.0000
H 2.4704 -3.7910 -0.4460 0.269 0.352 -0.182 0.0001
H 2.3308 -2.5129 0.7877 -0.047 -0.100 0.099 0.0018
H 0.3181 -2.0059 -0.5662 -0.121 0.981 -0.229 0.0013
H 0.4701 -3.5279 -2.3486 -0.105 0.074 0.088 0.0010
H 2.1508 -3.0064 -2.5175 -0.069 -0.464 0.115 0.0005
H -0.1747 -1.3676 -3.4868 -0.110 -0.160 -0.078 0.0001
H 1.1548 -2.1556 -4.3834 0.020 -0.079 0.026 0.0004
H 2.2801 1.2527 -4.2297 -0.300 -0.016 0.593 0.0003
H 0.8566 0.4574 -4.9400 0.014 -0.149 -0.046 0.0005
H 2.5445 -0.2701 -4.9997 -0.393 0.113 -0.666 0.0006
C 4.2756 1.1957 2.3200 -0.314 -0.234 -0.284 0.0010
O 3.0251 0.9601 2.9369 0.373 0.491 0.206 0.0005
H 4.1783 1.8027 1.4133 -0.096 -0.183 -0.246 0.0003
H 4.9759 1.7715 2.9255 -0.303 -0.166 0.529 0.0002
H 4.7326 0.2289 2.0904 0.323 0.090 -0.230 0.0001
H 2.3732 0.7975 2.2323 0.173 0.026 0.258 0.0003
C -2.5265 -1.3083 -2.1005 -0.735 -0.431 0.262 0.0002
O -2.2375 0.0387 -2.3420 0.467 0.437 0.124 0.0013
H -3.4983 -1.4204 -1.6101 -0.196 0.168 -0.306 0.0000
H -2.5414 -1.8297 -3.0615 0.025 -0.301 0.119 0.0000
H -1.8906 -1.8297 -1.3757 0.596 0.226 -0.226 0.0001
H -1.4485 0.3082 -1.8325 -0.380 -0.158 -0.225 0.0006
C -2.0250 -0.5205 3.9860 0.650 0.231 0.262 0.0000
O -0.9922 -1.4190 3.6114 -0.169 -0.423 0.168 0.0001
H -3.0255 -0.9347 3.8517 -0.026 0.197 -0.533 0.0000
H -1.9639 -0.2695 5.0480 0.357 -0.194 0.043 0.0000
H -1.8029 0.4017 3.4429 -0.869 0.220 -0.043 0.0000
H -0.8547 -1.2721 2.6596 0.064 -0.099 0.431 0.0000
C -1.4962 3.8876 3.8087 0.930 -0.510 -0.405 0.0000
O -1.6956 3.8247 2.4059 -0.516 0.584 -0.110 0.0001
H -2.4126 4.1185 4.3491 -0.144 -0.189 -0.160 0.0000
H -1.0606 2.9344 4.1169 -0.301 -0.016 0.496 0.0000
H -0.7506 4.6445 4.0678 -0.059 0.183 -0.083 0.0000
H -1.2595 3.0548 2.0202 -0.035 0.145 0.424 0.0000
C 3.0670 3.1246 -1.1679 0.342 0.345 0.819 0.0056
O 2.1235 2.1476 -1.5981 0.085 -0.139 -0.084 0.0352
H 2.9036 4.1043 -1.6158 -0.017 -0.215 -0.427 0.0009
H 3.0114 3.2939 -0.0897 -0.166 -0.230 0.055 0.0002
H 4.0680 2.7453 -1.3640 -0.058 0.092 -0.302 0.0007
H 1.2370 2.4196 -1.3076 -0.199 0.180 -0.298 0.0006
C -1.9954 4.2744 -1.3492 -0.240 -0.263 0.566 0.0000
O -0.8163 3.5063 -1.1582 0.672 -0.034 -0.701 0.0004
H -2.5985 3.9471 -2.1987 0.254 -0.263 -0.126 0.0000
H -2.6111 4.1562 -0.4562 -0.137 0.403 -0.030 0.0000
H -1.7369 5.3208 -1.5090 0.046 0.020 0.157 0.0000
H -0.8746 2.9550 -0.3710 -0.398 0.124 0.126 0.0001
C -3.7556 1.0802 0.8380 1.180 0.763 -1.071 0.0000
O -3.4353 -0.2887 0.9352 -0.778 -0.453 0.310 0.0000
H -3.2160 1.4645 -0.0378 -0.007 0.328 0.025 0.0000
H -4.7933 1.3081 0.5985 -0.232 -0.715 0.405 0.0000
H -3.4231 1.6827 1.6861 -0.182 -0.151 0.244 0.0000
H -2.4743 -0.4023 0.9606 -0.187 0.150 0.067 0.0000

Record 3
64
Properties=species:S:1:pos:R:3:forces:R:3:lowdin_charge:R:1 method="wB97M-V/def2-TZVPD" molar_mass_g_mol=327.48 charge=+1 spin_multiplicity=1 de_lowest_kj_mol=0.0 energy_ha=-1122.738702
O -1.0173 -0.4944 -0.2723 0.035 0.277 0.342 0.1560
H -0.0769 -0.8127 -0.4638 0.201 0.028 -0.288 0.0950
H -1.0724 0.4896 -0.4702 -0.019 -0.284 -0.270 0.0972
H -1.7258 -1.0272 -0.7452 -0.082 0.353 -0.167 0.0909
C 4.6526 1.4441 -1.2702 -0.130 0.190 1.147 -0.0372
C 4.2912 0.4203 -0.1876 -0.049 0.459 -0.544 -0.4536
C 3.1120 0.8706 0.6442 -0.006 0.211 0.515 -0.0643
O 3.9544 -0.8471 -0.7825 -0.035 -0.117 0.199 -0.0659
H 5.0040 2.3220 -0.7159 0.198 0.016 -0.314 0.0885
H 3.7730 1.7745 -1.8194 0.011 -0.268 -0.289 0.0650
H 5.4494 1.0751 -1.9094 -0.051 0.076 -0.190 0.0825
H 5.1581 0.3218 0.4722 -0.027 -0.338 -0.036 0.1420
H 2.2065 1.0380 0.0583 0.042 -0.119 -0.158 0.0662
H 3.3528 1.8135 1.1431 0.050 0.025 -0.156 0.0923
H 2.8962 0.1707 1.4533 -0.036 -0.173 -0.175 0.0854
H 4.7556 -1.3046 -1.0548 -0.021 0.049 -0.066 0.1115
C 0.1731 0.8779 5.1162 0.878 -0.143 0.066 -0.0559
C -0.5303 1.7000 4.0436 -0.484 -0.603 0.695 -0.4686
C -0.1841 1.2285 2.6395 0.528 0.231 0.183 -0.0549
O -1.9497 1.5125 4.2489 0.260 0.408 -0.281 -0.0627
H 0.3371 -0.1632 4.8262 -0.265 0.011 -0.121 0.0767
H -0.3059 0.8742 6.0930 -0.396 0.204 -0.182 0.0824
H 1.1743 1.2844 5.3002 -0.057 0.016 -0.166 0.0821
H -0.2763 2.7486 4.2322 -0.071 0.036 -0.311 0.1361
H 0.8973 1.2228 2.4706 -0.041 0.072 0.077 0.0658
H -0.6269 1.8763 1.8788 -0.158 -0.117 -0.026 0.0671
H -0.5353 0.2023 2.5351 -0.133 0.032 -0.153 0.0831
H -2.3879 2.1386 3.6579 -0.079 -0.145 0.194 0.0709
C 0.9521 2.4574 -3.3114 0.480 -0.047 0.348 -0.0501
C -0.3915 2.1513 -2.6925 -0.286 0.281 -0.368 -0.4586
C -1.0738 0.9564 -3.3322 0.285 -0.042 0.277 -0.0359
O -0.2697 1.8668 -1.2833 0.003 0.078 0.138 -0.0841
H 1.4618 3.2707 -2.7865 -0.178 0.092 -0.013 0.0832
H 0.8201 2.7661 -4.3472 0.091 -0.120 -0.058 0.0904
H 1.6258 1.5998 -3.2375 -0.135 -0.101 -0.232 0.0803
H -1.0032 3.0520 -2.8218 -0.193 -0.135 0.154 0.1424
H -1.0603 1.0402 -4.4167 -0.011 0.004 -0.020 0.0923
H -2.1022 0.8358 -2.9957 -0.011 0.065 0.040 0.0752
H -0.5060 0.0678 -3.0393 -0.048 -0.067 -0.183 0.0776
H -0.1218 2.6971 -0.8179 0.061 -0.083 0.039 0.1084
C 1.0384 -2.6863 -1.5182 0.059 0.094 -0.629 -0.0909
O 1.2896 -1.3197 -1.1852 -0.146 -0.098 0.042 -0.1545
H 1.9116 -3.1167 -2.0101 0.021 -0.133 0.264 0.0964
H 0.7338 -3.2617 -0.6450 0.152 -0.013 0.017 0.0648
H 0.2403 -2.7225 -2.2672 -0.053 0.050 0.153 0.0808
H 2.2618 -1.1575 -1.1585 -0.345 0.026 0.310 0.0628
C -3.9868 1.0727 0.8203 -0.490 0.898 -0.489 -0.1082
O -2.9767 1.5998 -0.0523 -0.043 -0.403 0.165 -0.1423
H -4.9749 1.3961 0.4735 0.023 -0.104 -0.003 0.0869
H -3.9731 -0.0107 0.7679 0.321 -0.050 0.269 0.0736
H -3.8708 1.4745 1.8266 0.138 -0.476 0.172 0.0735
H -3.0950 2.5529 -0.0846 0.040 0.014 -0.093 0.0888
C -2.8455 -2.9876 -1.9699 -0.936 -1.170 -0.607 -0.1095
O -2.9646 -1.5911 -1.7184 0.963 0.184 0.183 -0.1208
H -3.8274 -3.4550 -1.8477 0.206 -0.095 0.319 0.0950
H -2.5849 -3.2407 -3.0031 0.174 0.672 -0.032 0.0902
H -2.1157 -3.4857 -1.3340 -0.066 0.374 0.342 0.0678
H -3.8742 -1.3458 -1.5484 -0.144 -0.052 -0.030 0.1029
C -0.5976 -4.0978 1.8292 0.098 -0.011 -0.433 -0.1233
O -1.2670 -3.0422 1.1276 -0.049 -0.273 -0.133 -0.1485
H 0.2422 -4.4453 1.2268 0.092 0.318 -0.024 0.0685
H -0.2252 -3.7124 2.7755 -0.033 -0.318 0.202 0.0831
H -1.2324 -4.9794 1.9246 -0.141 0.128 0.388 0.0857
H -2.1364 -2.9564 1.5307 0.041 0.125 -0.002 0.0827